Entry 1:
Density functional theory data (ωB97M-V/def2-TZVPD) for a molecular structure, C17H21N4O3STl.

## Properties
Highest occupied orbital energy = -0.290 Eh
Energy above the lowest of the compared OMol25 structures with the same formula, charge and spin = 0.0 kcal/mol
Electronic energy = -45596.54619 eV
Total charge = 0
Frontier orbital gap = 6.83 eV

Each line ends with the Löwdin charge.
CARTESIAN COORDINATES (ANGSTROEM)
C (3.39, 0.58, -0.87)  -0.028
H (4.86, 0.08, 2.14)  0.084
O (0.88, -2.13, 1.41)  -0.293
H (-3.85, 2.46, -0.97)  0.102
N (-2.31, 0.52, -1.22)  0.060
C (-7.07, 0.36, -1.40)  -0.090
C (-6.01, 2.48, -1.05)  -0.086
N (-0.10, 0.72, -1.14)  0.062
H (-0.72, -2.20, 2.73)  0.098
S (-1.09, -1.85, -1.63)  0.607
H (5.25, -1.47, 2.93)  0.092
Tl (1.34, -2.20, -1.25)  0.843
H (-6.07, 3.55, -0.89)  0.104
C (-7.17, 1.73, -1.20)  -0.100
N (1.03, 0.22, -1.13)  -0.046
H (3.74, -0.61, 3.33)  0.082
H (0.96, 2.92, -1.26)  0.107
C (-0.29, -1.55, 1.96)  -0.093
C (1.82, -2.48, 2.43)  -0.185
H (5.48, 0.99, -0.67)  0.112
H (3.80, -3.28, 2.53)  0.130
C (4.44, -0.85, 2.52)  -0.101
C (4.49, 1.41, -0.79)  -0.068
C (-4.76, 1.88, -1.09)  -0.029
H (-8.13, 2.21, -1.16)  0.099
C (2.13, 1.13, -1.03)  -0.235
H (5.20, 3.44, -0.82)  0.104
C (-5.83, -0.25, -1.45)  -0.035
H (1.88, -1.66, 3.15)  0.118
C (4.33, 2.79, -0.87)  -0.079
H (3.52, -0.49, -0.79)  0.076
C (-1.19, -0.13, -1.30)  -0.772
N (-3.44, -0.15, -1.35)  -0.004
H (-3.42, -1.15, -1.50)  0.083
H (1.46, -3.38, 2.95)  0.136
H (-0.07, -0.57, 2.40)  0.101
H (3.09, -3.31, 0.90)  0.086
H (-7.96, -0.23, -1.52)  0.103
C (3.18, -2.73, 1.82)  -0.199
H (-5.75, -1.32, -1.60)  0.111
O (3.81, -1.51, 1.45)  -0.203
C (3.06, 3.33, -1.04)  -0.077
H (2.94, 4.41, -1.11)  0.104
H (-1.01, -1.43, 1.15)  0.048
O (2.88, -3.32, -1.30)  -0.681
C (-4.67, 0.51, -1.29)  -0.232
C (1.96, 2.51, -1.12)  -0.020

---

Entry 2:
Density functional theory data (ωB97M-V/def2-TZVPD) for a molecular structure, C39H50I2N5O7RbSSi.

## Properties
Highest occupied orbital energy = -0.093 Eh
Energy above the lowest of the compared OMol25 structures with the same formula, charge and spin = 2.2 kcal/mol
Electronic energy = -98615.82622 eV
Total charge = -2
Frontier orbital gap = 5.97 eV

Each line ends with the Löwdin charge.
CARTESIAN COORDINATES (ANGSTROEM)
H (-1.28, 7.73, 2.42)  0.106
C (1.89, -3.09, -2.59)  -0.339
H (-0.53, -1.48, -3.75)  0.074
O (-3.24, -3.06, -0.27)  -0.110
O (1.79, 2.03, -2.14)  -0.149
C (4.67, -0.36, 3.32)  -0.080
C (9.28, -2.71, 5.16)  -0.178
N (0.67, 7.24, -0.70)  0.034
C (3.41, -0.46, 2.73)  -0.143
H (-0.54, -4.61, 1.08)  0.092
H (0.89, -3.08, -2.15)  0.045
C (-2.51, 5.97, 2.53)  -0.017
C (5.52, 0.17, 1.15)  -0.068
C (-2.54, -4.10, 0.42)  -0.655
H (-3.68, -0.25, 0.49)  0.082
H (9.48, -0.59, 4.87)  0.092
H (1.55, 6.45, -2.89)  0.101
C (1.18, 4.04, 2.35)  -0.054
C (-2.55, 4.61, 0.55)  0.002
C (1.13, 5.10, 1.48)  -0.025
H (1.85, -2.54, -3.54)  0.077
I (3.26, -3.48, -0.02)  0.687
H (-1.27, -1.37, -5.37)  0.086
H (-4.21, -4.29, 1.78)  0.078
H (-6.47, 0.95, -1.71)  0.077
C (4.23, 0.06, 0.67)  -0.167
N (3.18, -0.24, 1.44)  0.003
C (1.65, 3.21, -1.76)  -0.410
C (-1.67, 5.49, -0.06)  -0.017
O (2.85, -2.45, -1.77)  -0.856
Si (-2.66, -2.07, -1.48)  -0.007
H (-3.38, -2.73, -5.87)  0.078
H (-2.10, -0.72, -3.94)  0.075
O (-2.35, -3.16, -2.71)  -0.109
H (-4.68, 2.90, 1.06)  0.082
H (-2.34, -6.25, 0.22)  0.081
C (1.18, 4.88, 0.09)  -0.127
C (-1.47, -1.53, -4.30)  -0.026
H (6.17, -2.62, 2.99)  0.052
C (1.39, 3.55, -0.33)  -0.141
O (-3.77, 4.00, 2.57)  -0.092
H (4.03, 0.19, -0.39)  0.107
C (-5.99, 0.03, -2.06)  -0.040
H (-3.69, 1.16, -2.96)  0.084
C (1.51, 5.62, -2.19)  -0.061
H (-5.19, 0.68, 0.46)  0.066
C (7.77, -1.41, 3.84)  -0.520
C (-3.50, -2.91, -4.80)  -0.033
H (-2.94, -3.18, 2.33)  0.084
H (-2.84, 6.14, 3.55)  0.110
H (-6.60, -0.83, -1.77)  0.082
C (-1.64, 6.85, 1.90)  -0.053
H (-2.71, 0.94, -1.50)  0.072
H (-3.97, -3.89, -4.65)  0.083
Rb (1.02, -0.25, -0.70)  0.804
C (-3.72, 1.08, -1.87)  -0.030
N (8.61, -3.84, 4.95)  0.042
H (-4.14, 2.02, -1.47)  0.071
C (-1.17, 6.59, 0.62)  -0.315
H (6.97, -4.67, 4.00)  0.070
S (7.38, 0.18, 3.17)  1.005
N (1.43, 2.52, 0.53)  0.075
H (-2.44, -5.36, -1.32)  0.074
H (-0.61, -3.85, -0.52)  0.067
H (-1.72, -4.96, -4.43)  0.083
H (-5.22, -1.10, 0.35)  0.089
H (2.16, -4.13, -2.80)  0.063
H (-2.88, 3.74, 0.00)  0.095
H (-0.84, -2.86, 0.93)  0.084
H (6.34, 0.40, 0.49)  0.105
C (-2.14, -2.88, -4.09)  -0.653
C (7.06, -2.58, 3.60)  -0.079
C (1.77, 4.34, -2.63)  -0.037
H (1.14, 4.19, 3.42)  0.098
H (2.55, -0.74, 3.33)  0.116
C (-1.04, -3.84, 0.48)  -0.041
C (7.52, -3.76, 4.18)  -0.145
I (3.88, -4.83, 2.69)  -0.336
H (10.16, -2.78, 5.79)  0.095
C (-4.68, -0.20, 0.06)  -0.035
C (-4.09, 2.76, 1.97)  -0.097
C (8.90, -1.48, 4.65)  -0.123
C (-1.25, -4.00, -4.61)  -0.027
C (1.11, 5.92, -0.89)  -0.292
C (5.74, -0.04, 2.51)  -0.534
C (-3.13, -4.13, 1.83)  -0.039
H (-0.29, -3.98, -4.10)  0.067
H (-3.90, -5.60, -0.34)  0.082
O (-1.49, -1.11, -1.09)  -0.445
H (2.02, 4.15, -3.66)  0.096
H (-3.19, 2.19, 1.72)  0.100
N (-0.30, 7.57, 0.03)  0.027
H (-4.67, 2.20, 2.70)  0.091
H (1.05, 6.11, 1.86)  0.109
H (-2.68, -4.93, 2.42)  0.080
C (-2.82, -5.42, -0.30)  -0.033
O (-4.05, -1.30, -2.01)  -0.114
H (-1.07, -3.88, -5.69)  0.081
C (-4.59, -0.11, -1.46)  -0.656
H (1.33, 1.89, 2.48)  0.095
H (4.80, -0.55, 4.37)  0.115
C (-2.95, 4.83, 1.86)  -0.286
H (-1.34, 5.28, -1.07)  0.124
H (-4.15, -2.15, -4.37)  0.072
H (-5.93, 0.05, -3.15)  0.079
C (1.31, 2.75, 1.82)  -0.155